124
Properties=species:S:1:pos:R:3 method="wB97M-V/def2-TZVPD" e_homo_ev="-7.1 / -7.8" fmax_ha_per_bohr=0.0257 lumo_ev="-0.7 / -2.2" e_tot_ev=-135656.562 multiplicity=2
Tl 0.3550 2.1012 0.9180
C 1.3610 -1.6531 3.9456
C 0.7927 -1.7606 2.5679
C 1.2738 -2.6694 1.6884
C 0.7392 -2.7529 0.3780
N -0.2636 -2.0184 0.0210
N -0.7650 -1.1108 0.8860
B -2.0657 -0.5399 0.3541
N -2.9191 0.5303 1.0063
N -3.3121 -0.7335 1.2495
C -4.2084 -1.0761 2.1142
C -4.9059 0.0122 2.7164
C -4.5857 1.3058 2.4530
C -5.3180 2.4322 3.0972
C -3.4672 1.6281 1.5674
S -2.9131 3.1679 1.3218
C -4.4558 -2.5276 2.4482
C -4.3271 -2.6874 3.9704
C -5.8713 -2.9044 1.9903
C -3.4228 -3.4193 1.7566
N -2.2931 -0.7671 -1.1232
N -2.9009 -1.9240 -1.4400
C -3.0570 -2.2335 -2.6893
C -2.5460 -1.3919 -3.7190
C -1.9853 -0.1982 -3.4118
C -1.4697 0.7466 -4.4464
C -1.8801 0.1602 -2.0184
S -1.3242 1.6594 -1.5356
C -3.7965 -3.5405 -2.9727
C -4.0536 -3.7383 -4.4669
C -2.9454 -4.7030 -2.4480
C -5.1401 -3.5211 -2.2339
C -0.2506 -0.8784 2.1267
S -0.7989 0.4020 3.0904
C 1.2546 -3.7717 -0.6255
C 0.5014 -5.0858 -0.3747
C 0.9958 -3.2693 -2.0484
C 2.7605 -3.9972 -0.4379
H 1.6478 -2.6387 4.3118
H 0.6541 -1.1898 4.6284
H 2.2527 -1.0253 3.9189
H 2.0896 -3.3162 1.9804
H -5.7013 -0.2074 3.4160
H -6.1172 2.0621 3.7369
H -5.7285 3.0975 2.3367
H -4.6240 3.0330 3.6864
H -5.1171 -2.1575 4.5048
H -3.3634 -2.3081 4.3161
H -4.3957 -3.7434 4.2344
H -6.6246 -2.2540 2.4388
H -6.0930 -3.9315 2.2830
H -5.9580 -2.8277 0.9058
H -2.4181 -3.2183 2.1382
H -3.4140 -3.2566 0.6784
H -3.6569 -4.4662 1.9534
H -2.6078 -1.7015 -4.7528
H -1.4266 0.2666 -5.4229
H -0.4816 1.1133 -4.1637
H -2.1140 1.6264 -4.5037
H -3.1220 -3.8592 -5.0230
H -4.6155 -2.9051 -4.8934
H -4.6413 -4.6463 -4.6068
H -1.9873 -4.7501 -2.9698
H -3.4667 -5.6503 -2.6013
H -2.7532 -4.5755 -1.3827
H -5.7898 -2.7374 -2.6301
H -4.9861 -3.3347 -1.1725
H -5.6452 -4.4814 -2.3528
H -0.5715 -4.9557 -0.5214
H 0.6698 -5.4409 0.6448
H 0.8602 -5.8520 -1.0657
H -0.0656 -3.0853 -2.2135
H 1.3436 -4.0070 -2.7743
H 1.5346 -2.3344 -2.2139
H 2.9736 -4.5906 0.4533
H 3.2901 -3.0450 -0.3569
H 3.1524 -4.5460 -1.2952
O 2.9151 2.6698 1.1217
C 3.7937 1.5728 1.3291
C 3.1574 0.2205 0.7169
O 3.9318 -0.7176 0.5567
O 1.9130 0.2569 0.5067
C 5.1216 1.8403 0.6399
C 5.2342 1.6516 -0.7345
C 6.4060 1.9764 -1.3992
C 7.4837 2.4986 -0.6976
C 7.3736 2.7094 0.6679
C 6.1967 2.3891 1.3311
C 3.8731 1.2840 2.8092
C 4.8590 0.4354 3.3152
C 4.9211 0.1602 4.6717
C 3.9891 0.7101 5.5438
C 2.9872 1.5258 5.0439
C 2.9283 1.8100 3.6853
H 2.9126 2.8753 0.1695
H 4.3965 1.2474 -1.2891
H 6.4730 1.8124 -2.4674
H 8.4059 2.7353 -1.2134
H 8.2038 3.1318 1.2204
H 6.1105 2.5734 2.3941
H 5.5697 -0.0100 2.6321
H 5.7055 -0.4849 5.0479
H 4.0449 0.5069 6.6060
H 2.2451 1.9457 5.7116
H 2.1572 2.4662 3.3073
C 4.0743 6.8022 -3.1422
C 3.3908 5.4702 -2.9310
O 2.6218 5.5518 -1.7204
P 1.4866 4.4486 -1.4422
S 0.8108 4.9474 0.3707
S 2.1395 2.6208 -1.7447
O 0.3845 4.7338 -2.5789
C -0.4261 5.9216 -2.5347
C -0.4165 6.5681 -3.9027
H 4.6210 6.7886 -4.0855
H 4.7703 7.0030 -2.3279
H 3.3399 7.6081 -3.1654
H 4.1184 4.6635 -2.8279
H 2.7323 5.2283 -3.7692
H -0.0459 6.6069 -1.7755
H -1.4347 5.6200 -2.2486
H 0.5842 6.9233 -4.1517
H -1.1017 7.4170 -3.9145
H -0.7324 5.8509 -4.6603